Run w
Below is a single C5H5Cl2N molecule, with properties calculated with wB97M-V/def2-TZVPD.

The geometry in XYZ format:
```
13
Properties=species:S:1:pos:R:3:lowdin_charge:R:1
C 1.05 0.10 0.32 -0.096
C 0.10 -0.57 -0.33 -0.089
C 0.78 1.33 1.08 -0.148
C -1.41 -0.31 -0.05 -0.139
C -1.48 0.80 1.35 -1.149
N -0.32 1.63 1.65 -0.031
Cl -1.77 -0.33 2.82 0.494
Cl -2.82 1.84 1.11 0.654
H 2.07 -0.25 0.22 0.099
H 0.40 -1.38 -1.02 0.111
H 1.56 2.04 1.43 0.124
H -1.79 0.27 -0.84 0.050
H -1.90 -1.34 -0.08 0.120
```

Summary:
Frontier orbital gap ... 0.36223 Eh
LUMO energy ... -0.09 eV
Highest occupied orbital energy ... -9.943 eV



Run x
Below is a single C5H5Cl2N molecule, with properties calculated with wB97M-V/def2-TZVPD.

The geometry in XYZ format:
```
13
Properties=species:S:1:pos:R:3:lowdin_charge:R:1
C -1.78 1.05 -0.11 -0.409
C -0.40 1.60 0.06 -0.067
C 0.58 0.62 -0.04 -0.715
C -0.19 -0.66 -0.32 -0.686
C -1.50 -0.44 -0.45 -0.068
H -3.66 1.13 0.73 0.108
H -2.34 0.73 1.75 0.083
H -2.29 1.54 -0.96 0.144
H -0.09 2.71 0.00 0.142
H -2.29 -1.21 -0.70 0.129
N -2.67 1.40 1.03 0.023
Cl 2.26 0.59 0.12 0.697
Cl 0.63 -2.22 -0.29 0.620
```

Summary:
Frontier orbital gap ... 0.33242 Eh
LUMO energy ... 0.20 eV
Highest occupied orbital energy ... -8.845 eV



Most stable structure, least stable structure: run x, run w.